This record from OMol25 describes 2 unconnected molecules or ions with the total composition C4H15N2O in a non-equilibrium geometry. The level of theory is ωB97M-V with the def2-TZVPD basis set.

Properties
* total energy: -345.87195 Eh
* total charge: +1
* Kohn-Sham gap: 11.03 eV

```
22
Properties=species:S:1:pos:R:3:forces:R:3:lowdin_charge:R:1
O 1.9144 -0.1362 -3.6692 -0.043 0.344 -0.294 -0.074
N 0.4631 -0.6333 0.8075 1.623 -2.121 2.547 0.034
N -2.2051 -1.0089 1.3730 0.144 0.647 -1.214 0.013
C -1.8163 -0.0843 0.2999 0.690 -1.414 -1.928 -0.256
C -0.4805 0.5461 0.6754 -1.516 0.249 -0.674 -0.332
C -0.1297 1.6912 -0.2695 1.197 -0.850 -2.198 -0.032
C 1.7800 -0.4027 1.5131 -1.491 1.707 2.069 0.002
H -0.7618 1.7070 -1.1817 -0.241 0.030 0.834 0.095
H -0.1692 2.6352 0.2416 -0.009 0.355 0.043 0.085
H 0.8428 1.6041 -0.7999 -0.051 -0.002 0.872 0.094
H -2.3018 -0.5103 2.2401 -0.708 -0.020 0.341 0.079
H 2.5061 -0.0139 -4.4247 0.139 -0.261 0.239 0.046
H -0.7033 1.1062 1.5929 0.931 -1.138 0.693 0.155
H -2.4680 0.6969 -0.1586 -0.142 -0.411 1.208 0.132
H 2.3585 -1.2501 1.6574 0.927 -2.035 -0.791 0.080
H 1.2008 0.4684 -3.9007 -0.145 -0.068 0.130 0.029
H 0.0198 -1.5003 1.3846 0.170 2.682 -1.791 0.231
H -3.0403 -1.4947 1.0654 -0.048 -0.051 0.711 0.093
H 1.6130 -0.1509 2.5636 -0.556 0.408 -0.145 0.111
H 0.8416 -1.0608 -0.0428 -1.170 0.467 -0.696 0.178
H -1.6355 -0.7617 -0.6062 -0.095 0.837 0.903 0.145
H 2.3400 0.3992 1.1101 0.394 0.644 -0.861 0.092
```
Forces are in eV/Å.